(1)
This record from the OMol25 dataset describes C18H29N6O6Ti as an isolated structure. The level of theory is ωB97M-V/def2-TZVPD.

Output
Orbital gap (spin up / spin down) = 4.690 / 7.216 eV
Energy above the lowest of the compared OMol25 structures with the same formula, charge and spin = 80.23 kJ/mol
LUMO level (spin up / spin down) = 4.93 / 4.89 eV
Charge = -2
Multiplicity = 4
Electronic energy = -2332.8028 Ha

Last column: Mulliken spin population.
Atoms and positions in Å:
Ti -1.380 0.151 -0.325  1.95
O -0.545 0.885 1.449  -0.14
O -2.716 -1.226 0.561  -0.01
O -0.179 -2.893 -3.219  0.00
O -2.551 1.668 -1.078  0.11
O -3.534 -3.307 0.511  0.01
O 1.003 1.065 3.054  0.02
N -1.125 -1.607 -1.558  -0.02
N 2.959 -2.629 2.475  0.00
N -1.770 2.665 -1.565  0.28
N 1.558 -2.123 0.398  -0.04
N -3.112 2.139 2.429  0.00
N -0.364 0.371 -3.645  0.01
C -2.334 3.628 -2.380  0.12
C -0.028 1.426 2.477  0.01
C -1.992 3.067 2.208  -0.01
C 3.219 -1.259 2.010  0.00
C -0.313 -1.827 -2.581  -0.05
C 0.402 3.505 -2.092  0.00
C -1.564 4.548 -3.019  -0.11
C -0.776 2.655 3.027  0.00
C -0.152 4.536 -2.889  0.44
C 3.287 -3.564 1.398  0.00
C -1.917 -2.740 -1.131  0.02
C 0.672 -2.456 1.517  0.04
C -2.803 -2.411 0.074  0.01
C 0.520 -0.616 -3.015  0.04
C -0.395 2.592 -1.472  0.19
C 1.525 -2.746 2.783  0.00
C 2.367 -0.955 0.749  0.00
C 2.440 -3.250 0.133  0.01
H 4.292 -1.171 1.811  0.00
H 1.347 -3.755 3.167  0.00
H 0.984 -0.166 -2.132  0.02
H -1.280 -3.589 -0.848  0.00
H -0.818 -0.037 -4.453  0.00
H 4.359 -3.479 1.193  0.00
H -3.410 3.578 -2.451  0.05
H 2.953 -0.569 2.811  0.00
H 1.295 -2.033 3.576  0.00
H -2.064 5.289 -3.632  0.00
H 3.100 -4.579 1.763  0.00
H 1.318 -0.974 -3.675  0.00
H 0.042 1.803 -0.863  -0.03
H 0.128 1.208 -3.934  0.01
H 1.696 -0.120 0.945  0.04
H -2.562 -3.126 -1.930  0.00
H -0.054 3.470 3.102  0.00
H 0.067 -3.318 1.230  0.00
H 0.468 5.267 -3.390  0.05
H -3.761 2.228 1.654  0.00
H 1.473 3.414 -1.962  -0.01
H 3.074 -2.996 -0.721  0.00
H -0.006 -1.620 1.685  -0.01
H 1.821 -4.101 -0.159  0.00
H 2.997 -0.709 -0.112  -0.01
H -1.696 3.120 1.155  0.01
H -2.321 4.070 2.502  0.00
H -1.087 2.409 4.047  0.00
H -2.756 1.191 2.334  0.00

(2)
This record from the OMol25 dataset describes a 2-piece molecular cluster, C5H7P overall at a distorted geometry. The level of theory is ωB97M-V/def2-TZVPD.

Output
Orbital gap = 8.775 eV
Energy above the lowest of the compared OMol25 structures with the same formula, charge and spin = 340.21 kJ/mol
LUMO level = 0.29 eV
SMILES string = CC1=PC1.C#C
Electronic energy = -535.8849 Ha

Last column: Löwdin charge in e.
Atoms and positions in Å:
P 0.703 -0.502 0.355  0.90
C -2.264 -0.050 1.127  -0.14
C -1.013 -0.371 0.394  -0.64
C 1.424 3.027 1.360  0.00
C -0.521 0.150 -0.970  -0.38
C 0.235 3.184 1.490  -0.01
H -0.455 1.173 -1.076  0.00
H -2.352 1.084 0.965  0.09
H -0.782 3.201 1.801  0.02
H -3.139 -0.627 0.703  0.09
H -0.765 -0.436 -1.789  0.01
H 2.444 2.936 1.303  -0.01
H -2.124 -0.226 2.263  0.09

(3)
This record from the OMol25 dataset describes one molecule with the formula C2H8NS2 at a distorted geometry. The level of theory is ωB97M-V/def2-TZVPD.

Output
Orbital gap (spin up / spin down) = 2.026 / 5.031 eV
Energy above the lowest of the compared OMol25 structures with the same formula, charge and spin = 317.34 kJ/mol
LUMO level (spin up / spin down) = -1.05 / -1.10 eV
Multiplicity = 2
Electronic energy = -931.9422 Ha

Last column: Mulliken spin population.
Atoms and positions in Å:
S -0.688 2.822 -0.413  0.50
S -1.090 1.512 1.222  0.42
N 0.812 -1.594 -0.506  0.01
C -0.875 -0.012 0.442  0.07
C 0.564 -0.270 0.199  -0.05
H 1.812 -1.653 -0.681  0.00
H 0.323 -1.504 -1.534  0.00
H -1.446 -0.141 -0.537  -0.02
H -0.836 4.040 0.191  0.01
H 1.050 0.583 -0.474  0.01
H 0.498 -2.573 -0.132  0.00
H -1.235 -0.908 1.062  0.05
H 1.111 -0.301 1.161  -0.01

(4)
This record from the OMol25 dataset describes C22H51CeN4OP2 as an isolated structure at a distorted geometry. The level of theory is ωB97M-V/def2-TZVPD.

Output
Orbital gap (spin up / spin down) = 6.267 / 6.392 eV
LUMO level (spin up / spin down) = -10.46 / -10.77 eV
Charge = +3
Electronic energy = -2319.7808 Ha

Last column: Löwdin charge in e.
Atoms and positions in Å:
Ce -0.119 -0.093 0.237  0.66
P -2.403 0.381 -0.974  0.92
P 2.241 -1.173 0.768  0.92
O 1.072 3.084 -0.222  0.20
N -0.794 2.496 3.561  -0.07
N -0.583 -2.292 -0.671  -0.23
N -1.811 0.555 4.462  -0.19
N -0.949 0.473 2.331  -0.03
C -4.741 1.363 -0.323  -0.09
C -1.156 1.209 3.437  -0.39
C 0.505 -3.219 -0.288  -0.16
C 3.352 -1.163 -0.653  -0.50
C -1.935 -2.413 -0.121  -0.21
C -1.163 0.360 5.753  -0.04
C -2.907 -1.376 -0.751  -0.24
C 1.983 0.411 3.168  -0.09
C 4.444 -2.132 -0.195  -0.09
C -3.726 0.298 -3.146  -0.10
C 4.186 0.259 1.925  -0.08
C 3.814 0.259 -1.031  -0.09
C 0.657 1.991 -0.077  -0.14
C -3.340 1.388 0.253  -0.50
C 1.351 -2.746 0.952  -0.26
C 2.912 -0.469 2.323  -0.47
C -3.093 -0.080 4.249  -0.03
C -2.762 2.786 0.500  -0.07
C -1.467 3.199 4.639  0.00
C -2.293 2.436 -2.710  -0.07
C 0.102 3.332 2.770  0.00
C -2.416 0.917 -2.685  -0.50
H -5.372 1.914 0.380  0.11
H -1.927 -2.349 0.995  0.13
H -3.834 -1.343 -0.155  0.11
H -3.262 2.873 -2.445  0.09
H 1.151 -3.319 -1.179  0.14
H 1.452 1.189 2.599  0.02
H 3.054 -1.445 2.820  0.13
H -1.076 -0.710 6.005  0.11
H 2.592 0.948 3.898  0.11
H -0.545 -2.029 -1.663  0.13
H 0.009 -4.178 -0.061  0.15
H -4.780 1.863 -1.303  0.09
H -1.500 2.848 -2.063  0.08
H 4.385 -2.441 0.868  0.08
H -4.253 1.079 -3.695  0.11
H -2.919 3.454 -0.356  0.09
H 3.131 1.073 -0.723  0.05
H 0.732 -2.731 1.874  0.12
H 1.220 -0.164 3.706  0.08
H -4.394 -0.041 -2.330  0.06
H -1.136 2.822 5.616  0.10
H 3.969 1.127 1.280  0.09
H 4.869 -0.427 1.412  0.07
H 2.748 -1.579 -1.478  0.11
H -1.528 0.433 -3.135  0.12
H 0.674 0.034 -1.644  -0.01
H -0.151 0.790 5.745  0.10
H -1.199 4.246 4.545  0.10
H -1.210 -0.493 2.547  0.06
H -5.129 0.337 -0.394  0.09
H -1.762 0.846 6.533  0.11
H -2.562 3.104 4.558  0.12
H -2.246 -3.440 -0.373  0.15
H -0.178 3.439 1.715  0.05
H 0.033 4.331 3.203  0.11
H 4.642 0.610 2.852  0.11
H 4.386 -3.038 -0.807  0.10
H 1.150 3.031 2.841  0.10
H -3.840 0.669 3.943  0.10
H 4.811 0.443 -0.616  0.09
H -3.278 0.812 1.198  0.10
H -3.520 -0.575 -3.776  0.10
H -1.688 2.793 0.742  0.03
H -3.086 -0.892 3.503  0.08
H 2.191 -3.435 1.110  0.11
H 3.880 0.315 -2.122  0.11
H -2.049 2.700 -3.741  0.11
H -3.285 3.195 1.373  0.11
H -3.145 -1.710 -1.775  0.11
H -3.436 -0.510 5.192  0.11
H 5.407 -1.654 -0.381  0.10